1.
18
Properties=species:S:1:pos:R:3 method="wB97M-V/def2-TZVPD" e_lumo_ev=-5.7 e_homo_ha=-0.551 smiles="C=[NH+]CCCC" de_lowest_ev=2.160 total_charge=+1
C 1.881 -0.918 -1.935
N 0.832 -1.051 -1.143
C 0.808 -0.851 0.288
C -0.678 -0.694 0.739
C -1.308 0.615 0.202
C -0.805 1.887 0.935
H 1.905 -1.038 -2.968
H 2.889 -0.546 -1.583
H -0.083 -1.318 -1.536
H 1.380 0.037 0.639
H 0.977 -1.708 0.990
H -0.770 -0.613 1.832
H -1.349 -1.536 0.408
H -2.350 0.480 0.419
H -1.075 0.772 -0.857
H -1.537 2.694 0.865
H -0.867 1.651 2.000
H 0.150 2.135 0.703

---

2.
59
Properties=species:S:1:pos:R:3 method="wB97M-V/def2-TZVPD" e_lumo_ev="0.3 / 0.3" e_homo_ha="-0.063 / -0.324" spin_multiplicity=2 total_charge=0
Ag 0.518 -0.112 -0.460
C 3.411 1.628 3.047
C 2.253 0.967 2.331
C 1.411 2.049 1.612
O 0.098 1.461 1.247
C -0.778 2.547 1.198
N 2.724 -0.056 1.438
H 4.109 0.984 3.582
H 3.052 2.409 3.717
H 4.023 2.278 2.422
H 1.565 0.450 3.001
H 1.930 2.474 0.752
H 1.287 2.773 2.416
H -1.729 2.083 0.935
H -0.535 3.242 0.394
H -0.917 3.229 2.037
H 3.256 -0.726 1.974
H 3.393 0.469 0.894
C -3.164 -0.181 -1.390
C -2.489 -0.720 -0.142
C -3.538 -1.359 0.741
O -2.927 -1.772 2.002
C -2.547 -0.734 2.879
N -1.461 -1.555 -0.610
H -3.876 -0.826 -1.905
H -2.523 0.194 -2.188
H -3.750 0.698 -1.123
H -2.041 -0.006 0.550
H -4.159 -2.141 0.304
H -4.375 -0.705 0.984
H -3.511 -0.404 3.267
H -2.014 0.175 2.600
H -1.974 -1.292 3.619
H -1.968 -2.068 -1.317
H -1.223 -2.241 0.093
C 1.289 -1.380 -3.685
O 1.192 -1.196 -2.442
N 1.444 -0.360 -4.557
N 1.156 -2.537 -4.316
H 1.556 -0.554 -5.542
H 1.562 0.589 -4.233
H 1.164 -2.592 -5.324
H 0.925 -3.273 -3.664
C 0.474 -3.160 2.026
O 0.518 -3.175 0.821
N 0.954 -2.148 2.681
N 0.073 -4.124 2.748
H 0.874 -2.193 3.687
H 1.333 -1.400 2.119
H -0.546 -4.875 2.478
H 0.245 -3.888 3.715
C 0.488 2.608 -2.975
O 0.397 1.930 -1.956
N -0.320 2.496 -4.009
N 1.405 3.546 -3.201
H -1.153 1.942 -3.876
H -0.263 3.130 -4.794
H 1.600 3.895 -4.128
H 2.105 3.511 -2.473

---

3.
11
Properties=species:S:1:pos:R:3 method="wB97M-V/def2-TZVPD" e_lumo_ev=1.0 e_homo_ha=-0.347 smiles=c1ccncc1 de_lowest_ev=0.316 total_charge=0
C -0.200 1.155 -0.170
C -1.250 0.253 -0.184
C -0.959 -1.058 0.156
N 0.266 -1.582 0.155
C 1.273 -0.725 -0.024
C 1.093 0.658 -0.039
H -0.411 2.219 -0.172
H -2.288 0.540 -0.323
H -1.766 -1.607 0.615
H 2.273 -1.155 -0.089
H 1.939 1.321 0.091

---

4.
60
Properties=species:S:1:pos:R:3 method="wB97M-V/def2-TZVPD" e_lumo_ev="-11.1 / -13.2" e_homo_ha="-0.642 / -0.641" de_lowest_ev=1.676 spin_multiplicity=4 total_charge=+3
W -0.821 -0.688 -0.424
H 2.477 0.638 0.445
H -1.549 -0.054 1.002
P 0.203 1.055 -1.922
C 1.764 1.997 -1.744
H 2.018 2.588 -2.639
H 1.736 2.691 -0.893
H 2.607 1.324 -1.583
C 0.370 0.458 -3.611
H -0.598 0.404 -4.100
H 1.011 1.106 -4.206
H 0.802 -0.539 -3.629
C -0.918 2.505 -2.048
H -0.754 3.163 -1.187
H -0.715 3.064 -2.970
H -1.961 2.185 -2.030
C -2.589 0.214 -0.356
O -3.449 1.045 -0.211
H -2.053 -3.652 -0.828
H -2.875 -2.835 -2.018
H -0.123 -2.817 -2.912
H 0.142 -2.175 -0.930
B -0.735 -2.460 -1.913
N -1.953 -3.260 -1.778
H 3.140 1.100 0.665
H -0.309 0.754 0.146
C -0.584 2.995 4.989
C 0.163 3.192 3.813
C 0.317 2.136 2.890
C -0.266 0.883 3.128
C -1.016 0.702 4.302
C -1.182 1.750 5.227
As 0.221 -0.631 1.824
C 1.896 -1.090 2.898
C 3.119 -1.164 2.219
C 4.301 -1.200 2.969
C 4.258 -1.404 4.349
C 3.022 -1.458 5.004
C 1.835 -1.259 4.283
C -0.949 -2.001 2.747
C -0.370 -3.226 3.066
C -1.207 -4.238 3.535
C -2.587 -4.040 3.620
C -3.150 -2.821 3.244
C -2.331 -1.779 2.801
H -0.689 3.813 5.712
H 0.639 4.165 3.622
H 0.928 2.288 1.993
H -1.469 -0.260 4.536
H -1.767 1.594 6.145
H 3.121 -1.178 1.128
H 5.265 -1.086 2.473
H 5.178 -1.529 4.920
H 2.976 -1.650 6.074
H 0.877 -1.251 4.816
H 0.712 -3.350 2.999
H -0.765 -5.174 3.843
H -3.232 -4.836 3.983
H -4.222 -2.645 3.309
H -2.755 -0.808 2.498

---

Sequential M output: 86.2, 466.3, 79.1, 627.1 g/mol
Sequential strongest force on any atom output: 4.4, 5.9, 1.0, 8.7 eV Å⁻¹